(1)
Density functional theory data (ωB97M-V with the def2-TZVPD basis set) for a 2-piece molecular cluster, C6H15ClOSi overall at a distorted geometry.

Geometry as ORCA input:
```
! wB97M-V def2-TZVPD RIJCOSX def2/J DEFGRID3
* xyz 0 1
C 1.26920 0.24084 1.41968
C 1.73115 0.52800 -1.21069
C 0.27773 2.02997 -0.00176
C -2.49890 0.06459 -2.35595
C -0.05030 -2.99140 2.25493
C 0.78945 0.56127 -0.01217
O -1.26835 -0.24629 -1.76516
Si -0.72541 -0.55529 -0.27628
Cl -2.10929 -0.32929 1.22188
H 2.27246 0.60060 1.71653
H 0.72957 0.64415 2.26071
H 1.34794 -0.78451 1.58182
H 2.00604 1.61381 -1.57288
H 1.37291 -0.03090 -1.98745
H 2.63121 -0.00598 -0.96028
H 0.90980 2.72090 0.58429
H 0.18438 2.55959 -0.95821
H -0.61090 2.11952 0.53841
H -2.48261 -0.52727 -3.38576
H -2.57661 1.14439 -2.52843
H -3.23212 -0.26812 -1.50639
H 0.84397 -2.56060 2.86053
H -0.99363 -2.99860 2.68910
H 0.18230 -3.52937 1.39354
*
```

HOMO-LUMO gap (alpha / beta), eV: 8.336 / 7.342
Highest occupied orbital energy (alpha / beta), eV: -8.66 / -7.10
Energy above the lowest of the compared OMol25 structures with the same formula, charge and spin, kJ/mol: 405.34
F_max, hartree/bohr: 0.076
E, Eh: -1062.43447



(2)
Density functional theory data (ωB97M-V with the def2-TZVPD basis set) for a 2-piece molecular cluster, C3H9S3 overall at a distorted geometry.

Geometry as ORCA input:
```
! wB97M-V def2-TZVPD RIJCOSX def2/J DEFGRID3
* xyz -1 1
C 0.46285 0.38057 -2.36297
C -0.46852 0.52462 -1.15516
C 0.25183 1.03674 0.09968
S 1.46937 -0.19087 0.74634
H 0.85535 1.35639 -2.67463
H -0.00569 -0.08926 -3.22922
H 1.31324 -0.22308 -2.04649
H -1.28735 1.22287 -1.37659
H -0.83510 -0.48428 -0.95330
H -0.48725 1.17883 0.88983
H 0.74629 1.98337 -0.13218
S -1.51301 -2.12458 2.76255
S -0.32565 -0.80427 3.78784
H -0.72224 -3.21230 2.86389
H 0.54587 -0.55475 2.78042
*
```

HOMO-LUMO gap, eV: 6.030
Highest occupied orbital energy, eV: -2.83
Energy above the lowest of the compared OMol25 structures with the same formula, charge and spin, kJ/mol: 15.27
F_max, hartree/bohr: 0.021
E, Eh: -1314.29752



(3)
Density functional theory data (ωB97M-V with the def2-TZVPD basis set) for a 2-piece molecular cluster, C5H8S overall.

Geometry as ORCA input:
```
! wB97M-V def2-TZVPD RIJCOSX def2/J DEFGRID3
* xyz 0 1
C 3.46618 -0.66408 -1.87354
C 2.72596 0.14510 -2.34568
C -0.85953 1.15740 0.34087
C -1.00070 -0.36720 0.33607
C 0.19867 -0.99142 -0.26775
S 0.91215 -2.25525 0.49482
H 4.13259 -1.38030 -1.49498
H 0.01554 1.44666 0.91848
H -1.73829 1.61818 0.78925
H -0.74390 1.53092 -0.67236
H -1.82375 -0.63815 -0.33459
H -1.25154 -0.72730 1.34747
H 2.05979 0.86184 -2.72329
H 0.20316 -2.47923 1.66059
*
```

HOMO-LUMO gap, eV: 8.756
Highest occupied orbital energy, eV: -8.49
Energy above the lowest of the compared OMol25 structures with the same formula, charge and spin, kJ/mol: 451.60
F_max, hartree/bohr: 0.011
E, Eh: -593.31623